{
  "formula": "C17H19CsN6O3S",
  "method": "ωB97M-V/def2-TZVPD",
  "charge": -2,
  "homo_lumo_gap_ev": 4.94,
  "homo_ev": -0.852,
  "species": ["Cs", "C", "C", "O", "C", "C", "C", "N", "N", "C", "O", "C", "C", "C", "C", "C", "C", "H", "H", "H", "H", "H", "H", "H", "H", "H", "H", "H", "H", "O", "C", "N", "C", "C", "C", "N", "N", "C", "N", "S", "H", "H", "H", "H", "H", "H", "H"],
  "xyz": [[0.1776, 0.0507, -0.3845], [0.4262, -3.2779, -3.8693], [0.9017, -2.0176, -3.1420], [0.3439, -1.7696, -2.0385], [1.8929, -1.2647, -3.7562], [2.5043, -0.0345, -3.2991], [3.6117, 0.5123, -4.1769], [2.1521, 0.5963, -2.2214], [2.8957, 1.7750, -1.9885], [2.4807, 2.4119, -0.9223], [1.5494, 2.1300, -0.1131], [3.2654, 3.6811, -0.6370], [2.9327, 4.4403, 0.4798], [3.6252, 5.6073, 0.7767], [4.6617, 6.0339, -0.0408], [4.9993, 5.2797, -1.1601], [4.3083, 4.1158, -1.4543], [-0.4086, -3.6991, -3.3114], [1.2226, -4.0256, -3.9328], [0.1058, -3.0632, -4.8924], [2.2621, -1.6408, -4.7051], [3.7804, -0.1346, -5.0392], [4.5370, 0.6109, -3.6063], [3.3682, 1.5209, -4.5161], [2.1196, 4.0860, 1.0996], [3.3492, 6.1839, 1.6532], [5.2031, 6.9454, 0.1894], [5.8075, 5.6006, -1.8097], [4.5563, 3.5159, -2.3192], [-2.1572, 3.0283, 5.2113], [-2.0926, 2.0666, 4.5026], [-2.0028, 1.1257, 3.7852], [-3.8837, -6.1930, 0.6268], [-4.5659, -4.8901, 0.2155], [-4.0954, -3.7060, 1.0005], [-3.4535, -2.7288, 0.4600], [-3.0442, -1.7534, 1.3203], [-3.4043, -1.9947, 2.5725], [-3.1428, -1.2077, 3.6081], [-4.2862, -3.5095, 2.7131], [-4.2341, -7.0307, 0.0185], [-4.0708, -6.4322, 1.6758], [-2.8033, -6.1054, 0.5034], [-5.6534, -5.0023, 0.2866], [-4.3333, -4.6562, -0.8251], [-2.4944, 0.0905, 3.6048], [-3.5087, -1.5970, 4.4654]],
  "forces_ev_per_a": [[-2.119, -0.300, 2.046], [0.036, -0.129, -0.114], [0.002, 0.064, -0.027], [0.265, -1.301, -1.239], [0.172, 0.140, -0.098], [-0.050, -0.061, 0.008], [0.070, 0.035, -0.066], [0.679, 0.245, -0.591], [-0.158, -0.286, -0.090], [0.314, 0.359, 0.024], [0.860, 1.203, 0.078], [-0.020, -0.094, -0.091], [0.021, 0.001, -0.029], [-0.032, 0.012, 0.049], [0.031, 0.049, 0.010], [0.039, 0.014, -0.033], [0.013, 0.019, 0.006], [-0.013, -0.007, -0.011], [0.006, 0.019, 0.045], [-0.002, 0.041, 0.018], [-0.006, -0.010, 0.001], [-0.005, 0.000, 0.005], [-0.006, -0.029, 0.016], [-0.028, -0.008, -0.004], [-0.010, -0.012, 0.004], [0.022, 0.017, -0.010], [-0.005, -0.005, 0.001], [-0.001, 0.024, 0.025], [-0.009, -0.020, -0.008], [0.096, -0.127, -0.168], [-0.174, -0.190, 0.024], [-0.006, 0.232, 0.095], [0.064, -0.061, 0.003], [-0.009, 0.066, 0.027], [0.072, 0.030, -0.435], [0.049, 0.025, 0.091], [-0.186, -0.188, -0.088], [0.438, 0.805, 0.160], [-0.048, -0.114, -0.247], [-0.293, -0.459, 0.278], [0.006, 0.004, 0.010], [-0.050, 0.025, -0.009], [-0.006, -0.001, -0.022], [0.001, 0.012, 0.057], [-0.010, -0.022, 0.009], [-0.071, -0.150, 0.204], [0.061, 0.135, 0.089]]
}

=====

{
  "formula": "C2H11NO3",
  "method": "ωB97M-V/def2-TZVPD",
  "homo_lumo_gap_ev": 8.89,
  "smiles": "C=CN.O.O.O",
  "homo_ev": -8.503,
  "species": ["C", "C", "N", "H", "H", "H", "H", "H", "O", "H", "H", "O", "H", "H", "O", "H", "H"],
  "xyz": [[-1.2267, -1.0989, -0.5938], [0.0988, -1.0706, -0.8446], [1.1657, -0.9921, 0.0241], [-1.5529, -0.4211, 0.1985], [-1.9094, -1.6254, -1.2350], [0.3660, -1.5365, -1.7944], [0.9696, -0.7451, 0.9806], [1.9903, -1.4692, -0.2451], [-0.1810, 1.9242, -2.6898], [-0.0330, 0.9787, -2.6191], [-0.4635, 2.1990, -1.8159], [-0.0347, 2.1150, 0.5406], [0.8688, 1.8665, 0.7711], [-0.5355, 1.3259, 0.3848], [0.3726, -0.1658, 2.9136], [0.6714, -0.9989, 3.2813], [-0.5665, -0.2856, 2.7433]],
  "forces_ev_per_a": [[0.942, 1.807, 0.578], [-0.178, -2.952, -0.365], [-1.147, 1.551, -0.460], [-0.618, -0.891, 0.319], [-0.201, 0.590, -0.363], [0.326, 0.028, 0.092], [0.367, -0.152, 0.168], [0.576, -0.013, 0.067], [0.037, 0.076, -0.409], [-0.072, -0.079, 0.110], [0.089, 0.065, 0.327], [0.281, 1.040, 0.091], [-0.286, -0.237, -0.108], [-0.088, -0.757, -0.080], [0.080, 0.118, -0.285], [0.005, -0.207, 0.213], [-0.112, 0.013, 0.104]]
}

=====

{
  "formula": "C8H16Br4O4Sr3",
  "method": "ωB97M-V/def2-TZVPD",
  "charge": 1,
  "homo_lumo_gap_ev": [4.55, 4.96],
  "homo_ev": [-8.735, -9.515],
  "spin_multiplicity": 2,
  "s_squared": 0.751,
  "species": ["Sr", "Sr", "Sr", "O", "C", "C", "O", "H", "H", "H", "H", "O", "C", "C", "O", "H", "H", "H", "H", "Br", "C", "C", "Br", "H", "H", "H", "H", "Br", "C", "C", "Br", "H", "H", "H", "H"],
  "xyz": [[2.7000, 20.7852, -10.6409], [0.1008, 21.4529, -7.6344], [1.0913, 18.2267, -5.7192], [2.3378, 16.8391, -7.4997], [3.5833, 16.7691, -8.1621], [3.9474, 17.9197, -9.2002], [3.0021, 18.2467, -10.2545], [3.7133, 15.8199, -8.6819], [4.4375, 16.6238, -7.5008], [4.8425, 17.5558, -9.7046], [4.2494, 18.8435, -8.7066], [2.4403, 22.2584, -8.6334], [3.4502, 22.0460, -7.6268], [3.0311, 21.5688, -6.0740], [2.0429, 20.5957, -6.0853], [4.0631, 22.9396, -7.5082], [4.1219, 21.2844, -8.0229], [2.6829, 22.3932, -5.4517], [3.9203, 21.1395, -5.6125], [2.6393, 24.2760, -2.8836], [4.2238, 24.8364, -4.0173], [4.2789, 26.3679, -4.1256], [5.7361, 26.8053, -5.4271], [4.1969, 24.4092, -5.0197], [5.1004, 24.3972, -3.5410], [4.7039, 26.7851, -3.2127], [3.3376, 26.8802, -4.3244], [7.1730, 19.8566, -2.7656], [5.3628, 20.2871, -3.3547], [4.6361, 20.3747, -2.0444], [2.7307, 20.5862, -2.3534], [4.9786, 19.5646, -4.0747], [5.3909, 21.3236, -3.6908], [4.8891, 21.1321, -1.3025], [4.6574, 19.4698, -1.4371]],
  "forces_ev_per_a": [[0.586, -2.038, 1.235], [1.770, 0.328, 0.482], [2.347, -0.252, -2.000], [-0.192, 1.479, 1.405], [-0.756, 0.550, -0.660], [-1.090, -0.675, -0.917], [0.204, 1.991, 0.925], [-0.778, -0.237, -0.732], [0.331, 0.848, 0.709], [0.400, -0.178, 0.062], [0.061, 0.335, 0.771], [-0.985, -1.089, 0.607], [-0.379, -0.341, 1.130], [-0.145, -0.004, -2.281], [-2.261, -1.302, -0.688], [-0.050, 0.302, -0.009], [0.303, -0.465, 0.308], [0.236, 0.564, -0.116], [0.433, 0.328, -0.145], [1.006, 0.423, -0.924], [-0.386, 0.428, -0.070], [1.196, -0.414, 0.760], [-0.907, -0.165, 0.311], [-0.688, -0.215, 0.171], [-0.141, 0.354, 0.215], [-0.300, -0.040, 0.009], [0.237, -0.274, -0.522], [0.167, -0.130, -0.509], [0.547, 1.159, 1.348], [-1.069, -1.290, 1.199], [-0.642, 0.031, -0.261], [0.147, 0.151, 0.236], [0.148, -0.362, -0.790], [0.393, 0.445, -0.809], [0.256, -0.244, -0.450]]
}

=====

{
  "formula": "C3H7Br2N3O2",
  "method": "ωB97M-V/def2-TZVPD",
  "homo_lumo_gap_ev": 5.94,
  "smiles": "CN(Br)CCN(Br)[N+](=O)[O-]",
  "homo_ev": -9.053,
  "species": ["C", "N", "Br", "C", "C", "N", "Br", "N", "O", "O", "H", "H", "H", "H", "H", "H", "H"],
  "xyz": [[-2.8023, 0.0279, 0.3179], [-1.4798, -0.7492, 0.2245], [-1.5873, -2.5034, -0.3538], [-0.4500, 0.0533, -0.3814], [0.8954, -0.5554, 0.2761], [2.0810, 0.0062, -0.2429], [4.0200, -1.2819, -0.5861], [2.4168, 1.3199, -0.1701], [1.6021, 2.1137, 0.2128], [3.5495, 1.5897, -0.4120], [-2.5898, 0.6531, 1.2094], [-2.9574, 0.8048, -0.4455], [-3.5722, -0.6594, 0.4816], [-0.3016, -0.1636, -1.4856], [-0.6547, 1.0793, -0.2339], [0.8443, -0.1567, 1.4625], [0.9862, -1.5783, 0.1265]],
  "forces_ev_per_a": [[3.203, 0.931, 0.770], [-1.769, 1.710, 0.289], [-0.198, -0.034, -0.419], [2.024, -3.722, -1.509], [-1.015, 4.966, 3.859], [2.520, -1.407, -2.237], [-3.064, 1.786, 0.682], [1.359, -0.928, 1.038], [-2.128, 0.327, 0.240], [1.785, 0.580, -0.871], [-0.621, -0.488, -0.090], [-0.139, -0.902, -0.510], [-1.322, -0.672, 0.112], [-0.486, 0.506, 0.841], [0.242, 0.970, 0.505], [-0.083, -1.778, -2.756], [-0.308, -1.845, 0.056]]
}

=====

{
  "formula": "C26H28ClMnNO2Si",
  "method": "ωB97M-V/def2-TZVPD",
  "charge": 1,
  "homo_lumo_gap_ev": [7.05, 7.65],
  "homo_ev": [-11.341, -11.446],
  "spin_multiplicity": 5,
  "s_squared": 6.224,
  "species": ["Mn", "Cl", "C", "C", "C", "C", "O", "C", "C", "O", "C", "H", "H", "H", "H", "C", "Si", "C", "N", "C", "C", "C", "C", "C", "C", "C", "C", "C", "C", "C", "C", "C", "C", "C", "C", "C", "H", "H", "H", "H", "H", "H", "H", "H", "H", "H", "H", "H", "H", "H", "H", "H", "H", "H", "H", "H", "H", "H", "H", "H"],
  "xyz": [[1.2005, -0.6392, -0.6498], [3.6322, -6.3553, -4.3860], [2.8930, -5.1791, -3.3568], [1.7214, -5.5061, -2.6569], [1.1132, -4.5986, -1.8230], [1.6407, -3.3130, -1.6597], [1.0586, -2.4837, -0.8155], [2.8064, -2.9782, -2.3926], [3.3637, -1.6725, -2.3600], [2.8242, -0.6561, -1.8718], [3.4344, -3.9363, -3.2193], [1.2996, -6.4961, -2.7752], [0.2221, -4.8611, -1.2683], [4.3441, -1.5354, -2.8286], [4.3385, -3.6725, -3.7561], [1.2213, -0.3367, 1.3577], [-0.2396, 0.7727, 1.7071], [0.0440, 2.0237, 0.3132], [0.3926, 1.2716, -0.9311], [1.2232, 2.0832, -1.8665], [0.4617, 3.2801, -2.4285], [-0.9569, 2.8834, -2.8894], [-1.0832, 1.3663, -2.9950], [-0.8425, 0.7408, -1.6285], [-0.2042, 1.6101, 3.3541], [-1.1006, 1.2334, 4.3593], [-1.0609, 1.8391, 5.6075], [-0.1242, 2.8293, 5.8675], [0.7771, 3.2127, 4.8820], [0.7373, 2.6053, 3.6368], [-1.8185, -0.1636, 1.4250], [-1.7947, -1.5261, 1.1044], [-2.9744, -2.2257, 0.8767], [-4.1949, -1.5730, 0.9663], [-4.2382, -0.2209, 1.2849], [-3.0608, 0.4741, 1.5149], [1.3166, -1.2196, 1.9875], [2.1586, 0.2340, 1.3914], [0.8994, 2.6475, 0.5843], [-0.7979, 2.6953, 0.1238], [1.5614, 1.4295, -2.6705], [2.1121, 2.4003, -1.3241], [1.0452, 3.6757, -3.2603], [0.4130, 4.0712, -1.6798], [-1.1916, 3.3469, -3.8465], [-1.7023, 3.2493, -2.1782], [-0.3764, 0.9788, -3.7323], [-2.0781, 1.0723, -3.3284], [-0.7801, -0.3534, -1.7378], [-1.6981, 0.9149, -0.9805], [-1.8380, 0.4619, 4.1663], [-1.7609, 1.5385, 6.3769], [-0.0942, 3.3034, 6.8400], [1.5098, 3.9829, 5.0856], [1.4547, 2.9135, 2.8821], [-0.8515, -2.0565, 1.0337], [-2.9393, -3.2814, 0.6386], [-5.1146, -2.1181, 0.7965], [-5.1907, 0.2883, 1.3591], [-3.1130, 1.5281, 1.7736]],
  "forces_ev_per_a": [[0.001, 0.419, 0.391], [-0.018, 0.006, 0.024], [-0.029, -0.087, -0.017], [-0.059, -0.026, 0.031], [-0.044, -0.214, 0.020], [0.046, 0.218, 0.196], [-0.153, -0.335, -0.149], [0.032, 0.072, 0.032], [-0.080, 0.041, -0.067], [0.159, 0.066, -0.035], [0.113, 0.061, -0.012], [0.014, 0.013, -0.001], [0.022, -0.006, -0.022], [-0.015, 0.019, -0.072], [-0.042, 0.010, 0.021], [-0.004, 0.061, -0.033], [0.074, 0.012, -0.043], [-0.080, 0.042, -0.099], [0.022, -0.323, -0.079], [-0.053, 0.039, 0.011], [-0.055, -0.033, 0.033], [0.028, -0.011, -0.022], [0.081, 0.140, 0.023], [-0.014, 0.156, -0.144], [-0.063, 0.021, 0.123], [0.038, 0.053, 0.013], [0.003, -0.004, -0.005], [0.007, -0.001, -0.019], [0.002, -0.004, 0.000], [-0.023, -0.007, 0.041], [-0.034, -0.237, 0.014], [-0.107, 0.093, -0.001], [0.023, 0.020, -0.006], [0.015, -0.023, -0.003], [-0.004, 0.028, -0.008], [0.000, 0.025, -0.023], [0.038, -0.154, -0.205], [0.063, 0.011, 0.082], [0.022, -0.018, -0.055], [0.034, 0.024, -0.018], [-0.010, -0.023, -0.004], [0.038, -0.014, 0.028], [0.000, 0.010, -0.003], [0.000, 0.013, -0.019], [-0.002, 0.012, 0.015], [0.010, -0.003, -0.002], [-0.026, -0.024, -0.010], [-0.014, 0.001, -0.005], [-0.003, -0.121, -0.014], [0.007, 0.001, 0.064], [0.016, 0.020, 0.006], [0.016, 0.009, -0.015], [0.000, -0.005, -0.012], [-0.013, -0.008, 0.006], [-0.012, -0.002, 0.019], [0.006, -0.018, 0.017], [-0.005, 0.017, 0.001], [0.011, 0.011, -0.006], [0.016, -0.012, 0.007], [0.004, -0.029, 0.007]]
}

=====

{
  "formula": "C10H11NO",
  "method": "ωB97M-V/def2-TZVPD",
  "homo_lumo_gap_ev": [7.92, 7.92],
  "homo_ev": [-7.751, -7.749],
  "species": ["C", "C", "C", "C", "C", "C", "C", "C", "C", "C", "N", "O", "H", "H", "H", "H", "H", "H", "H", "H", "H", "H", "H"],
  "xyz": [[3.4762, 0.1755, 0.0508], [2.7773, -1.0205, 0.3213], [2.7184, 1.2028, -0.5132], [1.4412, -1.1702, 0.0580], [1.3623, 1.1203, -0.6953], [0.7393, -0.0971, -0.4621], [-1.3842, 0.8765, -1.4302], [-2.2287, 1.6656, -0.7718], [-0.6815, -0.2229, -0.7739], [-2.2785, -0.5939, 1.7307], [-1.5506, 0.3236, 1.0321], [-2.4353, 1.3523, 0.4964], [4.4965, 0.3790, 0.1831], [3.1282, -1.9224, 0.7485], [3.2258, 2.1092, -0.7500], [1.0791, -2.1859, 0.3498], [0.9376, 2.0184, -1.1569], [-1.3877, 1.1387, -2.4526], [-2.8796, 2.4696, -1.2546], [-1.1696, -1.0987, -0.9316], [-1.7585, -0.9605, 2.5943], [-3.1326, -0.1235, 2.2422], [-2.6531, -1.4574, 1.1001]],
  "forces_ev_per_a": [[-2.385, -0.626, -0.577], [0.697, 0.715, 0.036], [0.945, -0.364, 0.940], [0.229, -0.496, 0.313], [0.617, 0.232, -0.785], [-1.533, -0.226, -0.385], [-0.459, 1.150, -0.662], [-0.119, -0.517, -0.490], [-1.028, 3.795, 3.158], [-2.859, -2.272, 0.405], [3.307, 2.539, -3.962], [-1.234, 0.277, 1.901], [1.281, -0.350, 0.401], [1.494, -0.378, 0.457], [0.240, 0.622, -0.186], [-0.519, 1.230, -0.658], [-0.601, -0.760, 0.332], [0.618, -0.442, -1.300], [1.060, -1.161, 1.162], [-0.623, -3.126, -0.396], [0.954, -0.492, 0.126], [-0.135, 0.066, -0.578], [0.054, 0.585, 0.748]]
}

=====

Values of E_tot, in order: -44404.2216, -9883.8553, -299414.4070, -151866.6924, -84717.3772, -14080.7055, all in eV.
Values of relative energy (zero: lowest compared OMol25 entry of this formula, charge and spin), in order: 0.265, 1.345, 0.279, 3.355, 0.236, 5.883, all in eV.